C28H53FN3O4P | ωB97M-V with the def2-TZVPD basis set

Geometry as XYZ:
```
90
Properties=species:S:1:pos:R:3:lowdin_charge:R:1
C -2.579 -4.038 -4.277 0.16
C -2.677 -3.158 -3.483 -0.16
C -2.777 -2.085 -2.464 -0.47
P -3.544 -0.624 -3.371 1.02
C -5.242 -1.273 -3.630 -0.26
C -2.808 -0.705 -5.038 -0.43
C -1.267 -0.647 -4.995 -0.14
C -3.564 -2.825 -1.319 -0.27
F -4.357 -2.092 -0.492 0.06
N -2.429 -3.442 -0.592 0.20
C -1.267 -3.120 -1.217 -0.30
N -0.157 -3.798 -1.180 0.18
C 0.079 -4.948 -0.316 -0.12
C 1.424 -4.838 0.438 -0.13
C 2.523 -4.080 -0.309 -0.13
C 3.015 -4.851 -1.501 -0.48
O 2.422 -5.773 -2.002 0.13
O 4.212 -4.425 -1.990 -0.02
C 4.103 -3.355 -2.940 -0.22
C 4.723 -3.746 -4.271 -0.06
N -1.413 -1.952 -1.935 0.01
C -0.925 -0.717 -1.245 -0.11
C -1.944 0.006 -0.345 -0.17
C -2.140 -0.492 1.101 -0.20
C -0.905 -0.377 2.016 -0.18
C -0.968 0.833 2.975 -0.19
C 0.324 1.678 2.943 -0.21
C 0.600 2.390 4.266 -0.22
C 1.754 3.401 4.124 -0.21
C 1.223 4.797 3.762 -0.22
C 2.317 5.854 3.900 -0.20
C 2.087 7.178 3.143 -0.17
C 0.636 7.535 2.885 -0.26
O -0.015 7.740 4.122 -0.18
C -1.165 8.546 4.032 -0.11
H -2.381 -4.851 -4.940 0.05
H -5.530 -1.951 -2.828 0.03
H -5.942 -0.445 -3.614 0.04
H -5.331 -1.833 -4.559 0.04
H -3.127 -1.581 -5.605 0.07
H -3.162 0.174 -5.575 0.08
H -0.944 -0.145 -4.084 0.04
H -0.851 -1.649 -4.958 0.06
H -0.871 -0.110 -5.850 0.07
H -4.112 -3.640 -1.789 0.15
H -2.609 -4.402 -0.331 0.15
H 0.571 -3.436 -1.778 0.16
H 0.050 -5.866 -0.895 0.12
H -0.727 -4.980 0.412 0.11
H 1.803 -5.829 0.676 0.12
H 1.232 -4.332 1.383 0.11
H 3.379 -3.835 0.310 0.13
H 2.186 -3.117 -0.698 0.09
H 4.612 -2.477 -2.550 0.12
H 3.061 -3.076 -3.109 0.12
H 5.130 -2.872 -4.776 0.08
H 4.002 -4.213 -4.938 0.07
H 5.542 -4.444 -4.118 0.08
H -0.541 -0.019 -1.982 0.11
H -0.050 -0.977 -0.642 0.09
H -2.926 0.080 -0.807 0.05
H -1.572 1.029 -0.266 0.12
H -2.545 -1.496 1.147 0.07
H -2.909 0.155 1.525 0.10
H 0.006 -0.286 1.435 0.08
H -0.865 -1.293 2.604 0.10
H -1.135 0.515 4.004 0.10
H -1.792 1.495 2.706 0.10
H 0.228 2.401 2.132 0.11
H 1.171 1.041 2.709 0.11
H 0.843 1.626 5.005 0.11
H -0.306 2.903 4.594 0.11
H 2.387 3.050 3.311 0.11
H 2.308 3.467 5.059 0.11
H 0.836 4.739 2.745 0.11
H 0.404 5.016 4.444 0.11
H 2.492 6.039 4.957 0.11
H 3.233 5.407 3.508 0.11
H 2.475 7.991 3.758 0.11
H 2.624 7.187 2.196 0.11
H 0.133 6.767 2.292 0.12
H 0.620 8.458 2.294 0.11
H -2.032 7.961 3.712 0.09
H -1.014 9.384 3.348 0.08
H -1.381 8.952 5.017 0.08
C 2.796 -1.028 0.513 -0.48
O 2.016 -0.253 -0.255 -0.39
H 2.249 -1.851 1.074 0.04
H 3.586 -1.607 -0.046 0.03
H 3.386 -0.535 1.325 0.05
```

Summary:
LUMO, eV: -0.1
Max |F|, eV/A: 1.43
Energy relative to the best compared isomer or geometry (same formula, charge and spin), kcal per mole: 0.0
HOMO level, eV: -5.77
E, a.u.: -2004.899088

=====

C28H54BClFN2O12P2 | ωB97M-V with the def2-TZVPD basis set

Geometry as XYZ:
```
101
Properties=species:S:1:pos:R:3:lowdin_charge:R:1
C 2.496 1.095 2.763 -0.12
C 0.969 1.045 2.168 -0.16
B 0.820 -0.361 1.324 -0.28
O 1.450 -1.626 1.813 0.02
C -0.038 -0.514 -0.112 -0.15
C -1.154 0.668 -0.310 -0.10
C -0.764 1.841 -1.381 -0.53
F -1.381 1.485 -2.689 -0.11
P -1.564 3.463 -0.771 0.88
P -3.753 3.306 -1.135 0.54
O -4.078 2.784 -2.618 -0.44
O -4.358 4.969 -1.094 -0.26
O -4.561 2.258 -0.003 -0.25
C 0.871 1.869 -1.503 -0.14
C 1.451 3.123 -2.430 -0.14
C 2.997 3.544 -2.087 -0.20
C 3.204 4.365 -0.684 -0.26
N 4.602 4.076 -0.101 -0.06
C 1.327 0.405 -2.076 -0.20
O 2.783 0.258 -2.260 -0.13
C 3.120 -0.502 -3.472 -0.13
C 3.063 0.355 -4.871 -0.33
C 2.365 -0.501 -6.125 -0.05
O 4.374 0.893 -5.288 -0.10
N 0.844 -0.790 -1.303 -0.03
C 0.126 -1.849 -2.142 -0.13
C 0.549 -3.382 -1.629 -0.61
C -0.387 -4.466 -2.487 -0.12
Cl 2.314 -3.826 -2.027 0.56
H 3.341 1.129 1.954 0.09
H 2.571 2.023 3.472 0.06
H 2.648 0.134 3.451 0.10
H 0.629 2.007 1.589 0.09
H 0.232 0.953 3.101 0.14
H 2.450 -1.584 1.697 0.13
H -0.669 -1.516 0.055 0.17
H -2.144 0.143 -0.690 0.14
H -1.436 1.202 0.701 0.12
H -1.185 4.611 -1.559 -0.06
H -3.971 5.472 -1.893 0.10
H -4.891 1.474 -0.563 0.10
H 1.411 2.001 -0.447 0.16
H 0.801 4.114 -2.306 0.10
H 1.284 2.798 -3.565 0.12
H 3.770 2.666 -2.094 0.11
H 3.341 4.285 -2.958 0.13
H 2.383 4.164 0.131 0.11
H 3.240 5.520 -0.979 0.12
H 5.000 4.967 0.323 0.07
H 5.285 3.872 -0.891 0.07
H 0.854 0.316 -3.169 0.18
H 4.257 -0.841 -3.343 0.17
H 2.511 -1.489 -3.628 0.08
H 2.358 1.282 -4.707 0.12
H 3.150 -0.914 -6.890 0.10
H 1.632 -1.308 -5.691 0.07
H 1.715 0.295 -6.726 0.10
H 4.275 1.908 -5.225 0.13
H 1.710 -1.280 -0.926 0.17
H -1.062 -1.759 -2.075 0.17
H 0.383 -1.808 -3.283 0.13
H 0.347 -3.476 -0.460 0.13
H 0.076 -5.541 -2.297 0.10
H -0.161 -4.217 -3.631 0.10
H -1.523 -4.410 -2.213 0.06
O -3.400 -5.416 -2.375 0.09
C -4.085 -4.870 -1.526 -0.45
O -3.631 -3.904 -0.675 0.00
C -4.664 -3.571 0.251 -0.17
C -5.947 -3.991 -0.417 -0.15
C -5.520 -5.187 -1.231 -0.07
H -4.484 -4.115 1.184 0.11
H -4.644 -2.497 0.456 0.13
H -6.750 -4.209 0.291 0.12
H -6.294 -3.196 -1.088 0.13
H -5.569 -6.112 -0.651 0.14
H -6.101 -5.274 -2.151 0.14
O 2.892 4.132 3.970 0.08
C 4.042 4.539 3.976 -0.45
O 4.732 4.912 2.858 0.00
C 6.076 5.228 3.221 -0.17
C 6.025 5.550 4.692 -0.16
C 4.915 4.658 5.188 -0.08
H 6.708 4.359 3.008 0.13
H 6.428 6.077 2.629 0.13
H 6.978 5.387 5.201 0.12
H 5.742 6.601 4.831 0.13
H 5.283 3.666 5.462 0.14
H 4.375 5.115 6.020 0.14
O -7.060 -3.263 3.344 0.11
C -6.284 -4.080 3.811 -0.45
O -5.432 -4.845 3.067 -0.01
C -4.754 -5.762 3.925 -0.16
C -4.834 -5.152 5.300 -0.16
C -6.155 -4.425 5.263 -0.08
H -5.261 -6.731 3.870 0.13
H -3.720 -5.883 3.592 0.13
H -4.763 -5.890 6.103 0.12
H -4.021 -4.428 5.433 0.12
H -6.985 -5.076 5.551 0.14
H -6.135 -3.525 5.882 0.14
```

Summary:
LUMO, eV: -2.5
Max |F|, eV/A: 7.46
Charge: +1
HOMO level, eV: -11.44
E, a.u.: -3378.893732

=====

Going through the records in order, we get HOMO-LUMO gap values of 5.656; 8.972 eV.